This record from the OMol25 dataset describes a single C22H24FN3O3S molecule at a distorted geometry. The level of theory is ωB97M-V/def2-TZVPD.

The geometry in XYZ format:
```
54
Properties=species:S:1:pos:R:3:forces:R:3
O -3.776547 -2.108479 -0.681459 -0.4 0.0 -0.1
C -2.641067 -1.948892 -0.278111 0.4 -0.3 -0.6
N -2.337100 -1.574408 0.978363 0.1 0.2 0.6
H -1.375732 -1.363557 1.217598 0.0 -0.1 -0.2
C -3.335054 -1.127356 1.919951 -0.1 0.1 0.2
H -4.307999 -1.312709 1.459486 0.1 0.0 0.1
H -3.255718 -1.712416 2.842623 -0.1 0.0 -0.1
C -3.162029 0.367351 2.232158 -0.2 -0.2 -0.2
C -3.187728 1.172426 0.973540 -0.3 0.0 0.1
C -4.251379 1.344398 0.136435 0.1 -0.1 0.4
N -3.878484 2.073346 -0.959427 -0.3 0.1 -0.3
C -2.553711 2.377573 -0.860198 0.5 0.0 0.3
C -1.718995 3.069767 -1.728545 0.0 0.0 -0.1
C -0.396578 3.209363 -1.367338 -0.1 0.1 -0.2
C 0.086176 2.680048 -0.166846 0.2 0.0 0.2
C -0.734702 1.996973 0.702205 -0.1 0.1 0.0
C -2.077889 1.829753 0.357972 -0.2 0.3 -0.4
H -0.340831 1.583037 1.617670 0.1 0.0 0.1
H 1.130020 2.818416 0.078171 0.1 0.0 0.0
H 0.282348 3.738903 -2.020162 0.0 0.0 -0.1
H -2.094893 3.480098 -2.654700 0.0 0.1 -0.1
H -4.479271 2.311701 -1.729507 0.1 0.0 0.1
H -5.259111 0.991587 0.240273 -0.2 -0.1 0.0
H -2.207257 0.518604 2.737964 0.0 0.0 0.1
H -3.963839 0.678094 2.905662 0.1 0.0 0.1
C -1.413589 -2.161651 -1.173769 -0.2 0.1 0.1
C -0.472288 -3.213500 -0.566643 0.1 0.0 -0.2
C 0.916123 -3.164605 -1.200741 -0.1 -0.7 0.4
N 1.477533 -1.825741 -1.132401 0.6 0.4 0.9
S 1.833431 -1.371662 0.447684 0.6 0.1 -0.5
O 2.587938 -2.439608 1.028106 0.1 -0.2 -0.1
O 0.684620 -0.910735 1.179828 0.0 0.3 0.0
C 2.962585 -0.001939 0.156509 -0.6 -0.4 0.1
C 3.081517 1.044562 1.053544 0.0 0.2 0.1
C 3.989529 2.071921 0.842869 -0.2 -0.2 0.1
C 4.795971 2.035297 -0.280178 -0.1 -0.1 0.0
C 4.702911 0.979391 -1.174756 0.0 -0.1 0.0
C 3.791491 -0.038331 -0.951407 0.2 0.1 -0.1
H 3.702820 -0.874203 -1.626149 0.0 -0.1 -0.1
H 5.342618 0.948118 -2.042720 0.0 0.0 -0.1
H 5.504840 2.830424 -0.452893 0.1 0.1 0.0
H 4.052299 2.875514 1.559660 0.0 0.0 0.1
F 2.321132 1.081112 2.154235 0.1 0.1 0.0
C 0.680527 -0.875078 -1.882848 -0.5 0.6 -0.1
C -0.756324 -0.786676 -1.377971 0.1 0.0 -0.1
H -1.352602 -0.202346 -2.081154 0.0 0.0 0.0
H -0.737416 -0.243368 -0.436076 -0.1 0.0 -0.3
H 0.712512 -1.190851 -2.930803 0.1 0.0 0.1
H 1.156817 0.105163 -1.800709 -0.1 0.0 -0.2
H 0.883007 -3.455163 -2.254927 0.1 0.1 0.0
H 1.603002 -3.822974 -0.667345 -0.1 -0.1 -0.2
H -0.349658 -3.047554 0.503577 -0.1 -0.1 0.0
H -0.907288 -4.204972 -0.704792 0.0 0.0 0.1
H -1.772155 -2.531908 -2.140030 -0.1 0.0 0.2
```
Positions in Å, forces in eV/Å.

The electronic energy is -47369.84232 eV. The value obtained for the highest occupied orbital energy is -7.78 eV. Its SMILES is O=C(NCCc1c[nH]c2ccccc12)C1CCN(S(=O)(=O)c2ccccc2F)CC1. Its energy relative to the best compared isomer or geometry (same formula, charge and spin) is 1.1633 eV.

Atom charges from the Löwdin analysis, given in e for atoms 1 to 2:
1. O 0.06
2. C -0.47

---

This record from the OMol25 dataset describes a molecular structure, C59H60Cl3N4OPSScSe. The level of theory is ωB97M-V/def2-TZVPD.

The geometry in XYZ format:
```
131
Properties=species:S:1:pos:R:3:forces:R:3
Sc -0.371213 -0.932790 -1.703535 0.2 0.4 0.1
C 5.842323 -0.818263 1.406390 0.0 0.0 0.0
C 5.993516 -0.601134 0.043731 0.0 0.0 0.0
C 4.920527 -0.794127 -0.815208 0.0 0.0 0.0
C 3.682916 -1.186780 -0.312440 0.0 -0.1 0.0
C 3.537823 -1.398683 1.057269 0.0 0.0 0.0
C 4.614574 -1.223797 1.911370 0.0 0.0 0.0
P 2.264724 -1.545462 -1.386759 0.1 -0.1 0.0
C 2.611256 -0.661784 -2.946861 -0.1 0.0 0.0
C 2.931133 0.697809 -2.890262 0.0 0.0 0.0
C 3.128254 1.420110 -4.055308 0.0 0.0 0.0
C 2.988870 0.800687 -5.290083 0.0 0.0 0.0
C 2.658466 -0.544324 -5.354674 0.0 0.0 0.0
C 2.470325 -1.275858 -4.190405 0.0 0.0 0.0
C 2.376338 -3.297897 -1.805444 -0.1 0.0 -0.1
C 3.475732 -4.093401 -1.628941 0.0 0.0 0.0
C 3.433574 -5.441563 -2.043987 -0.1 0.0 0.0
C 2.311533 -5.945033 -2.643449 0.0 0.0 0.0
C 1.163614 -5.139339 -2.844857 0.0 0.0 0.0
C -0.003247 -5.625188 -3.490072 0.0 0.1 0.0
C -1.079897 -4.805912 -3.671262 0.0 0.0 0.0
C -1.048935 -3.471435 -3.195132 0.0 0.0 0.0
C 0.046815 -2.938754 -2.553692 0.0 0.1 0.0
C 1.179311 -3.799195 -2.396092 0.0 0.0 0.0
H 6.681086 -0.675554 2.074450 0.0 0.0 0.0
H 6.950217 -0.292315 -0.355447 0.0 0.0 0.0
H 5.051218 -0.639894 -1.878466 0.0 0.0 0.0
H 2.575085 -1.692122 1.459911 0.0 0.0 0.0
H 4.494396 -1.397424 2.972889 0.0 0.0 0.0
H 3.034436 1.184219 -1.926885 0.0 0.0 0.0
H 3.391036 2.468618 -3.998223 0.0 0.0 0.0
H 3.139447 1.365678 -6.199992 0.0 0.0 0.0
H 2.548697 -1.031991 -6.313745 0.0 0.0 0.0
H 2.221847 -2.327086 -4.253952 0.0 0.0 0.0
H 4.375293 -3.694902 -1.175303 0.0 0.0 0.0
H 4.300410 -6.071042 -1.897602 0.0 0.0 0.0
H 2.289202 -6.975023 -2.977311 0.0 0.0 0.0
H -0.021453 -6.648956 -3.842405 0.0 0.0 0.0
H -1.963657 -5.175042 -4.175595 0.0 0.0 0.0
H -1.944555 -2.867371 -3.348415 0.0 0.0 0.0
C -3.491672 3.019814 -4.249743 0.0 0.0 0.0
C -3.873424 1.837525 -3.346948 0.0 0.0 0.0
C -4.531663 2.356141 -2.062368 0.0 0.0 0.0
C -4.857408 0.923673 -4.088949 0.0 0.0 0.0
C -2.659516 1.066108 -3.020614 0.0 0.0 -0.1
C -1.640336 0.427828 -2.810566 -0.1 -0.2 0.0
H -4.388077 3.559430 -4.558391 0.0 0.0 0.0
H -2.969842 2.671976 -5.140775 0.0 0.0 0.0
H -2.838491 3.715961 -3.721090 0.0 0.0 0.0
H -5.439635 2.907672 -2.310208 0.0 0.0 0.0
H -3.866859 3.025170 -1.517053 0.1 0.0 0.0
H -4.801404 1.530990 -1.401495 0.0 0.0 0.0
H -5.761463 1.479692 -4.342616 0.0 0.0 0.0
H -5.142769 0.074588 -3.466332 0.0 0.0 0.0
H -4.413641 0.541302 -5.007581 0.0 0.0 0.0
Cl 2.282934 -0.608272 5.089087 0.0 0.0 -0.1
C 0.819629 -1.409895 4.614023 0.0 0.0 0.0
C 0.673527 -2.766427 4.858391 0.0 0.0 0.0
C -0.513858 -3.382332 4.506233 0.0 0.0 0.0
C -1.560452 -2.675763 3.916322 0.0 0.0 0.0
C -2.830850 -3.416180 3.560317 0.0 0.0 0.0
C -2.705157 -4.156422 2.222027 -0.1 -0.1 0.0
N -2.620260 -3.231512 1.106591 -0.1 0.0 0.1
C -3.700615 -2.655263 0.477784 0.0 0.1 0.0
C -3.192580 -1.743057 -0.389673 0.0 0.0 0.0
N -1.817195 -1.752230 -0.288823 -0.1 -0.1 0.0
C -1.516204 -2.660701 0.619930 0.1 0.0 0.0
O -3.117997 -4.404989 4.529146 0.1 0.0 0.0
C -4.371007 -4.222372 5.187070 0.0 0.0 0.0
C -5.518226 -4.168826 4.219938 0.0 0.0 0.0
C -5.928055 -5.222850 3.457050 0.0 0.0 0.0
Cl -5.275271 -6.806539 3.481683 0.0 0.0 0.0
S -7.211872 -4.822680 2.395207 0.0 0.0 0.0
C -7.226857 -3.208111 2.966004 0.0 0.0 0.0
C -6.285197 -3.002288 3.924519 0.0 0.0 0.0
C -1.367745 -1.320007 3.672804 0.0 0.0 0.0
Cl -2.611235 -0.358068 2.929531 0.0 0.0 0.0
C -0.187132 -0.676547 4.015308 0.0 0.0 0.0
H 1.470378 -3.321184 5.331605 0.0 0.0 0.0
H -0.657089 -4.433007 4.718247 0.0 0.0 0.0
H -3.657944 -2.704387 3.470356 0.1 0.0 0.0
H -3.591401 -4.773191 2.078827 0.0 0.0 0.0
H -1.831574 -4.808814 2.226673 0.0 0.0 0.0
H -4.709900 -2.942698 0.714651 0.0 0.0 0.0
H -3.691349 -1.084201 -1.077425 0.0 0.0 0.0
H -0.522242 -2.936620 0.931102 0.1 0.0 0.0
H -4.349717 -3.306020 5.786102 0.0 0.0 0.0
H -4.463178 -5.073510 5.860668 0.0 0.0 0.0
H -7.940989 -2.503831 2.575172 0.0 0.0 0.0
H -6.136386 -2.054288 4.421007 0.0 0.0 0.0
H -0.068276 0.379733 3.822680 0.0 0.0 0.0
C 4.510938 4.378115 3.122826 0.0 0.0 0.0
C 4.074115 3.623165 1.872494 0.0 0.0 0.0
C 3.356914 2.309650 2.173420 0.0 0.0 0.0
C 1.935662 2.461364 2.707271 0.0 -0.1 0.0
N 1.046489 3.143837 1.765451 0.0 0.0 0.0
C 0.513866 2.592621 0.650979 0.0 0.0 0.0
Se 0.791848 0.802438 0.218561 0.1 -0.1 0.0
N -0.156640 3.544788 -0.015838 0.0 0.0 0.0
C -0.785468 3.384706 -1.325409 0.0 0.0 -0.1
C 0.200006 3.360743 -2.489677 0.0 0.0 0.1
C 1.081661 4.598468 -2.675590 0.0 0.0 0.0
C 2.281361 4.687885 -1.731383 0.0 -0.1 -0.1
C -0.084329 4.737836 0.693205 0.0 0.0 0.0
C -0.600290 5.999017 0.428791 0.0 0.0 0.0
C -0.334811 6.990311 1.354923 0.0 0.0 0.0
C 0.420683 6.731428 2.505359 0.0 0.0 0.0
C 0.940880 5.476514 2.761236 0.0 0.0 0.0
C 0.679471 4.483367 1.827073 0.0 0.0 0.0
H 5.031010 5.300204 2.866582 0.0 0.0 0.0
H 5.187698 3.768399 3.723188 0.0 0.0 0.0
H 3.666807 4.648683 3.757580 0.0 0.0 0.0
H 4.955272 3.400964 1.266674 0.0 0.0 0.0
H 3.438616 4.258949 1.248044 0.0 0.0 0.0
H 3.921049 1.746333 2.921219 0.0 0.0 0.0
H 3.322053 1.681136 1.280783 0.0 0.0 0.0
H 1.913192 3.032238 3.635279 0.0 0.0 0.0
H 1.507965 1.478665 2.910049 0.1 0.1 0.0
H -1.485547 4.214986 -1.429050 0.0 0.0 0.0
H -1.357305 2.454711 -1.313374 0.1 0.1 0.0
H -0.403159 3.191944 -3.383221 0.0 0.0 0.0
H 0.831064 2.474418 -2.392593 0.0 0.0 0.0
H 0.475426 5.507145 -2.596651 0.0 0.0 0.0
H 1.456384 4.582741 -3.701295 0.0 0.0 0.0
H 1.996332 4.925916 -0.708662 0.0 0.0 0.1
H 2.973820 5.464067 -2.056464 0.0 0.0 0.0
H 2.828460 3.741251 -1.710444 0.0 0.0 0.0
H -1.180817 6.204622 -0.458585 0.0 0.0 0.0
H -0.719178 7.986358 1.188290 0.0 0.0 0.0
H 0.602799 7.531600 3.208750 0.0 0.0 0.0
H 1.522226 5.286279 3.650575 0.0 0.0 0.0
```
Positions in Å, forces in eV/Å.

The electronic energy is -213900.70503 eV. The value obtained for the highest occupied orbital energy is -9.99 eV. Its energy relative to the best compared isomer or geometry (same formula, charge and spin) is 0.3191 eV. Its total charge is +1.

Atom charges from the Löwdin analysis, given in e for atoms 1 to 2:
1. Sc 0.66
2. C -0.07

---

This record from the OMol25 dataset describes a molecular structure, C22H50MnP2Si2 at a distorted geometry. The level of theory is ωB97M-V/def2-TZVPD.

The geometry in XYZ format:
```
77
Properties=species:S:1:pos:R:3:forces:R:3
P -0.971227 2.231383 1.242987 1.2 -1.5 -2.4
P -0.823760 0.133439 -3.187776 0.5 1.3 1.4
C -0.835564 2.291257 -0.644453 -1.5 2.0 1.1
C -1.588406 1.606830 -1.943214 -0.4 0.4 -1.0
H 0.023139 2.887287 -0.988547 0.0 -0.3 0.4
H -1.628942 3.042331 -0.519681 0.3 0.3 -1.0
H -2.667925 1.473191 -1.758065 0.5 0.0 0.0
H -1.454456 2.435975 -2.633359 -0.4 -0.2 0.4
C 0.384943 0.940761 -4.301685 -0.4 -0.1 -0.3
H 1.146899 0.196498 -4.586829 -0.3 0.2 0.2
H 0.885886 1.768946 -3.779247 -0.2 -0.3 -0.1
H -0.109661 1.300505 -5.209725 0.3 -0.1 0.1
C -2.141814 -0.614296 -4.169589 -0.2 -0.1 0.0
H -2.612414 0.162513 -4.782477 0.0 -0.3 0.0
H -2.875536 -1.081274 -3.499007 0.2 0.1 -0.2
H -1.725343 -1.399679 -4.825991 0.0 0.4 0.3
C 0.127126 3.528193 1.769238 -0.2 0.4 0.3
H 0.649299 3.192887 2.669928 0.0 0.2 0.0
H -0.481655 4.409327 1.996795 0.3 0.0 0.0
H 0.855633 3.767644 0.986062 -0.1 -0.1 0.2
C -2.660934 2.425313 1.755598 -0.2 0.1 0.3
H -3.356799 1.982599 1.031717 0.2 0.0 0.2
H -2.873043 3.490120 1.881111 -0.1 -0.1 0.0
H -2.781031 1.916864 2.718101 0.0 0.1 -0.1
Mn -0.293359 0.400889 -1.070929 1.9 -4.2 0.1
C -3.074148 3.024550 -3.947069 0.4 0.3 -0.9
C -1.844180 3.468020 -4.274545 -1.4 0.2 -0.8
C -1.428635 4.904724 -4.159917 0.3 0.3 -0.2
C -1.896761 5.630074 -2.876462 0.1 0.8 -0.5
C -2.009253 4.797181 -1.642975 -1.6 0.2 0.8
C -3.153716 4.174177 -1.245891 1.0 1.9 -0.2
C -4.401631 4.194006 -2.052476 -0.9 -0.2 -0.1
C -4.221427 3.912199 -3.565662 -0.6 0.3 -0.1
C -0.341629 0.607635 1.630657 0.0 -0.5 0.8
H -3.336630 1.962799 -4.022552 0.3 0.3 -0.1
H -1.135695 2.830334 -4.803602 -0.3 0.0 0.5
H -1.799917 5.468891 -5.035778 0.2 -0.2 0.3
H -0.331464 4.972392 -4.214665 -0.3 -0.1 -0.1
H -1.152560 6.422404 -2.656775 -0.5 -0.3 -0.2
H -2.844018 6.157439 -3.089172 0.4 -0.3 0.3
H -1.144154 4.917136 -0.985480 -0.3 -0.3 0.1
H -3.320808 3.865833 -0.211218 0.4 -0.2 -0.3
H -4.897250 5.180744 -1.934868 0.2 -0.4 -0.1
H -5.121556 3.471246 -1.632903 0.3 0.2 -0.1
H -5.150239 3.427316 -3.920180 0.4 0.3 0.1
H -4.152359 4.878698 -4.089711 0.0 -0.5 0.0
H -0.138458 -0.004143 0.710520 0.0 -0.1 1.3
H -1.088640 0.071060 2.237443 0.4 -0.1 -0.2
H 0.586900 0.714911 2.201556 -0.1 -0.3 -0.1
C -0.448918 -3.030211 1.220674 -0.1 0.1 0.0
Si 0.001340 -2.918375 -0.601820 0.3 -0.5 -0.2
C 1.092928 -4.411994 -1.020514 -0.2 0.2 0.0
C -1.590276 -3.147204 -1.581815 0.0 0.1 0.0
C 0.872847 -1.307625 -1.089501 -0.5 0.3 -0.2
Si 2.625540 -1.149448 -0.418330 0.6 -0.5 -0.1
C 3.826536 -1.991332 -1.611691 -0.2 0.2 0.1
C 3.165369 0.645136 -0.271951 0.0 0.1 0.0
C 2.876783 -1.932823 1.280846 0.0 0.1 -0.1
H -0.958107 -3.995650 1.374117 0.1 0.3 0.0
H -1.147309 -2.233636 1.512717 0.0 -0.2 0.0
H 0.417790 -2.995800 1.892183 -0.2 0.0 -0.2
H 0.447971 -5.305358 -1.000309 0.3 0.2 0.0
H 1.525317 -4.328419 -2.028573 -0.1 -0.1 0.3
H 1.910399 -4.566049 -0.301654 -0.2 0.0 -0.2
H -2.383349 -2.470503 -1.234699 0.0 -0.1 -0.1
H -1.443602 -2.989217 -2.659297 0.0 -0.1 0.2
H -1.937685 -4.181861 -1.430835 0.0 0.3 -0.1
H 0.989637 -1.348778 -2.194060 0.3 -0.5 0.6
H 3.752967 -1.552851 -2.617320 0.1 -0.1 0.2
H 4.849905 -1.826980 -1.241376 -0.2 -0.1 -0.2
H 3.658786 -3.074666 -1.694577 0.0 0.3 0.0
H 2.707672 1.138165 0.598251 0.1 0.0 -0.1
H 4.259353 0.668445 -0.141964 -0.4 0.1 0.0
H 2.917584 1.222419 -1.174761 0.1 0.0 0.1
H 2.275516 -1.434522 2.054021 0.1 -0.2 0.0
H 2.662347 -3.010953 1.311703 0.1 0.4 0.0
H 3.939591 -1.797197 1.539549 -0.3 0.0 0.0
```
Positions in Å, forces in eV/Å.

The electronic energy is -89258.71250 eV. The value obtained for the highest occupied orbital energy (alpha / beta) is -13.99 / -13.82 eV. Its spin multiplicity is 4. Its total charge is +2.

Atom charges from the Löwdin analysis, given in e for atoms 1 to 2:
1. P 0.90
2. P 0.97

---

Among the records above, which one has the highest electronic energy?
C22H24FN3O3S